(1)
ORCA calculation (wB97M-V/def2-TZVPD) on C3H3N3O as an isolated structure.

Structure (ORCA input):
```
! wB97M-V def2-TZVPD RIJCOSX def2/J DEFGRID3
* xyz 0 1
O -0.9887 1.4579 -2.0213
N -0.6010 -0.6808 -0.3513
N 0.2062 1.1833 -1.4597
N 1.3166 0.3850 0.3117
C 0.3751 0.2546 -0.5851
C 0.8914 -0.2939 1.3856
C -0.2745 -1.0460 0.8034
H 1.2858 0.2716 2.6091
H -1.3376 0.4069 -1.8786
H -0.8732 -1.9387 1.1862
*
```

**Max |F|**: 6.469 eV/Å
**HOMO-LUMO gap**: 8.690 eV
**Energy above the lowest of the compared OMol25 structures with the same formula, charge and spin**: 134.1 kcal/mol

=====

(2)
ORCA calculation (wB97M-V/def2-TZVPD) on C41H41FeN8O10P2S2 as an isolated structure.

Structure (ORCA input):
```
! wB97M-V def2-TZVPD RIJCOSX def2/J DEFGRID3
* xyz 0 2
Fe 0.2477 0.0047 0.3449
S 0.0141 -3.1465 0.0601
S -2.6637 -0.5977 -0.6362
P -1.3912 0.6774 2.9678
P 1.0539 -0.7537 3.2093
O 1.3757 -0.4924 1.7028
O -5.0788 11.7981 -1.0135
O -2.3318 -0.4176 3.6247
O 0.0530 0.4316 3.6600
O -1.8736 2.0367 3.2093
O 2.2210 -0.8057 4.0848
O -0.8752 -2.7661 1.1360
O -0.5624 -3.9783 -0.9781
O -1.1592 0.2672 1.4968
O 0.1319 -2.0513 3.2932
N -0.4910 1.4518 -1.1681
N -4.7433 -1.2779 -2.1328
N -1.7982 6.4381 0.6655
N 0.6523 -1.8015 -0.5349
N 1.9159 0.3714 -0.8789
N 0.6902 2.1991 1.0610
N -2.8690 -2.5751 -2.4069
N -2.6830 5.8518 -1.2860
C -3.9454 8.4362 -1.6520
C 2.5125 1.5299 -1.0518
C -3.5089 -3.5127 -3.3127
C 0.2021 4.6253 2.3254
C -4.4547 10.6162 -0.7775
C -3.2352 8.1197 -0.4908
C 1.7608 -1.9201 -1.3653
C -4.2923 -4.6054 -2.5916
C -1.9261 4.8197 -0.7879
C -4.5471 9.6648 -1.7957
C -2.1583 3.1323 -2.6300
C 4.1605 0.6506 -2.5434
C 2.4215 -3.5072 1.3568
C -1.7882 1.9060 -3.1201
C 3.6379 1.7153 -1.8727
C -3.4627 -1.5452 -1.7801
C -3.1539 9.0691 0.5155
C 2.1497 -6.2681 1.3725
C -1.6538 3.5478 -1.3934
C 3.3815 -2.9648 -2.8243
C -2.5948 6.8031 -0.3871
C -4.9930 12.7981 -0.0142
C -1.3667 5.1567 0.4183
C -0.8069 2.6747 -0.6999
C -0.9640 1.0870 -2.3460
C 1.3442 2.5363 2.1572
C -6.1547 -0.6996 -0.1718
C 3.3655 -4.3007 1.9890
C -0.4578 4.3142 1.1300
C 1.1953 -5.4928 0.7369
C 1.3338 -4.1096 0.7418
C 3.2395 -5.6848 2.0148
C 2.4312 -0.6940 -1.5559
C -5.5608 -0.2538 -1.4980
C 2.2450 -3.0471 -1.9917
C 1.1171 3.7422 2.8298
C -0.1929 3.0727 0.5469
C -3.7562 10.3155 0.3860
C 4.2397 -6.5355 2.7483
C 3.5534 -0.6126 -2.3987
C 4.0262 -1.7819 -3.0394
H -0.6814 0.1009 -2.6906
H -1.5957 6.9926 1.4774
H -5.3605 -0.9583 0.5273
H -2.8191 3.7915 -3.1771
H 5.1903 -6.0172 2.8638
H -3.9542 13.0778 0.1768
H 4.4177 -7.4760 2.2273
H -5.5324 13.6578 -0.4010
H 2.5255 -2.4322 1.3526
H 4.8877 -1.7188 -3.6908
H -4.7515 -5.2868 -3.3090
H 1.7496 -3.9955 -1.8633
H 2.1045 2.3756 -0.5248
H 2.0897 1.8378 2.5101
H -6.3478 0.0008 -2.2104
H 2.0451 -7.3466 1.3750
H -3.6765 11.0280 1.1924
H 4.0688 2.7032 -1.9530
H -4.9323 0.6242 -1.3563
H -0.1913 -2.3564 2.4181
H 4.2046 -3.8275 2.4836
H -3.6259 -5.1778 -1.9471
H -2.1454 1.5495 -4.0756
H -2.7126 -3.9625 -3.9057
H -2.6220 8.8604 1.4358
H -5.4589 12.4672 0.9171
H -4.1419 -2.9641 -4.0144
H -5.0809 -4.1898 -1.9621
H -0.0030 5.5554 2.8403
H 3.7352 -3.8661 -3.3075
H -1.8823 -1.2714 3.6789
H 0.3499 -5.9452 0.2385
H 1.6454 3.9391 3.7511
H -6.7454 0.1062 0.2651
H 3.8721 -6.7765 3.7477
H -4.0100 7.6963 -2.4376
H -5.0985 9.9182 -2.6907
H -5.2520 -2.0115 -2.5986
H 5.0285 0.7570 -3.1827
H -6.8057 -1.5661 -0.3039
H -1.9785 -2.8678 -2.0270
*
```

**Max |F|**: 3.183 eV/Å
**HOMO-LUMO gap (alpha / beta)**: 6.959 / 7.142 eV
**Energy above the lowest of the compared OMol25 structures with the same formula, charge and spin**: 31.0 kcal/mol